No. 1
117
Properties=species:S:1:pos:R:3:forces:R:3:lowdin_charge:R:1 method="wB97M-V/def2-TZVPD" homo_lumo_gap_ev=3.36 spin_multiplicity=1 total_charge=-1
C -2.54999 -5.41080 5.37659 0.1 0.2 -0.2 -0.161
N -1.15216 -4.99978 5.27878 0.0 0.0 0.6 -0.206
C -0.93389 -3.53436 5.42898 0.1 -0.1 -0.4 -0.329
In -0.59287 -2.38631 3.54797 -0.1 0.2 0.1 0.731
C 1.53397 -1.67250 3.31669 -0.3 0.1 -0.1 -0.226
C 1.50662 -0.26398 2.86269 0.2 0.0 0.0 -0.364
C 1.35529 0.79543 3.76928 0.0 0.1 -0.1 -0.070
C 1.30132 2.11834 3.34776 0.0 -0.2 0.0 -0.104
C 1.39202 2.42267 1.99447 0.0 0.0 0.0 -0.131
C 1.54281 1.38961 1.07693 0.0 -0.1 0.0 -0.114
C 1.60029 0.06941 1.50252 0.0 0.0 0.1 -0.064
O -0.96568 -3.48063 1.81189 -0.2 0.1 0.1 -0.359
C -2.12967 -4.22232 1.67519 0.4 -0.1 0.0 -0.373
C -3.45978 -3.60065 2.11304 -0.6 -0.3 -0.2 -0.351
C -4.53799 -4.69433 1.95125 0.2 0.3 0.0 -0.084
C -3.93301 -2.34539 1.32222 0.0 0.2 0.0 -0.376
C -2.91343 -1.77978 0.33124 0.1 0.3 0.5 -0.086
C -4.44547 -1.21616 2.24495 -0.2 -0.1 -0.1 -0.089
H -3.18009 -4.63307 5.82947 0.0 0.0 0.1 0.066
H -2.96067 -5.62053 4.38507 -0.1 0.0 0.0 0.041
H -2.64341 -6.30651 5.99511 0.0 -0.1 -0.1 0.067
H -0.64943 -5.45653 6.02758 0.0 0.0 0.0 0.066
H -0.04009 -3.39282 6.04689 0.0 0.0 0.0 0.018
H -1.76206 -3.06386 5.97828 0.0 -0.1 0.1 0.012
H -1.64045 -0.95195 3.55358 0.0 0.0 0.0 -0.048
H 2.04084 -2.30539 2.58796 0.0 -0.1 0.1 0.039
H 1.98809 -1.76301 4.30453 0.1 -0.1 0.0 0.032
H 1.26429 0.56130 4.82578 0.0 0.0 0.0 0.107
H 1.17700 2.90289 4.08520 0.0 -0.1 -0.1 0.063
H 1.33779 3.45014 1.65396 0.0 0.0 0.0 0.082
H 1.60880 1.61725 0.01845 0.0 0.0 0.0 0.089
H 1.70260 -0.74229 0.78893 0.0 0.1 -0.1 0.108
H -2.26179 -4.50257 0.61272 0.0 0.0 0.0 0.110
H -2.03124 -5.17916 2.22274 -0.1 0.0 0.0 0.102
H -3.45407 -3.36605 3.18497 0.4 0.1 -0.1 0.105
H -4.57776 -5.00723 0.90281 0.0 -0.1 0.1 0.078
H -4.32110 -5.56361 2.57503 -0.1 0.0 0.0 0.057
H -5.51782 -4.28971 2.21756 0.0 -0.1 0.0 0.074
H -4.80500 -2.65305 0.73136 0.1 -0.1 0.0 0.112
H -3.31545 -0.86231 -0.11288 -0.1 -0.2 -0.2 0.076
H -2.65205 -2.49721 -0.44177 0.0 0.1 0.0 0.053
H -2.00760 -1.49257 0.86719 0.0 -0.1 -0.1 0.057
H -3.73369 -0.39304 2.30417 0.1 -0.1 0.1 0.051
H -5.39404 -0.81939 1.86729 0.1 0.1 0.0 0.063
H -4.63913 -1.57539 3.25817 0.1 0.0 0.0 0.067
C 2.20449 7.62851 6.53644 0.0 0.0 0.0 0.018
C 1.39531 6.57215 6.50829 0.0 0.0 0.0 0.016
C 1.80772 5.31267 5.83510 0.1 0.0 -0.1 -0.369
O 1.08701 4.33927 5.82928 -0.1 0.1 0.2 0.108
C 3.14037 5.28078 5.18010 0.0 0.0 0.0 0.033
C 3.94273 6.34177 5.20689 0.0 0.0 0.0 0.015
C 3.54248 7.59439 5.89232 0.0 0.0 0.0 -0.389
O 4.27937 8.55927 5.92789 0.0 0.0 0.0 0.090
H 1.93314 8.55622 7.02533 0.0 0.0 0.0 0.119
H 0.41719 6.57132 6.97444 0.0 0.0 0.0 0.093
H 3.41701 4.35525 4.68946 0.0 0.0 0.0 0.117
H 4.91883 6.33551 4.74094 0.0 0.0 0.0 0.103
C -4.02617 -1.37057 -4.40620 0.0 0.0 0.0 0.030
C -3.69351 -1.08785 -5.66237 0.0 0.0 0.0 0.014
C -2.74181 -1.94057 -6.41414 0.0 0.0 0.0 -0.371
O -2.44224 -1.67591 -7.56425 0.0 0.0 0.0 0.074
C -2.17060 -3.11838 -5.72109 0.0 0.0 0.1 0.019
C -2.50329 -3.40186 -4.46391 0.0 0.0 0.0 0.038
C -3.46033 -2.55517 -3.70719 0.1 0.0 0.0 -0.372
O -3.76588 -2.81099 -2.56639 -0.1 -0.1 -0.1 0.118
H -4.71484 -0.76421 -3.83165 0.0 0.0 0.0 0.124
H -4.09150 -0.23235 -6.19341 0.0 0.0 0.0 0.118
H -1.48122 -3.72214 -6.29123 0.0 0.0 0.0 0.097
H -2.10064 -4.25426 -3.93168 0.0 0.0 0.0 0.127
C -1.86347 -3.51748 -10.06175 0.0 0.0 -0.1 0.033
C -1.53167 -3.22298 -11.31653 0.0 0.0 0.0 0.026
C -0.58189 -4.06254 -12.08282 0.0 0.0 0.0 -0.377
O -0.27993 -3.79759 -13.22934 0.0 0.0 0.0 0.087
C -0.00744 -5.24938 -11.40162 0.0 0.0 0.0 0.020
C -0.33481 -5.54839 -10.14828 0.0 0.0 0.0 0.025
C -1.28999 -4.70705 -9.38183 0.0 0.0 0.0 -0.363
O -1.58897 -4.98726 -8.24105 0.0 -0.1 -0.1 0.103
H -2.54702 -2.91633 -9.48022 0.0 0.0 0.1 0.100
H -1.93409 -2.36161 -11.83472 0.0 0.0 0.0 0.122
H 0.68422 -5.84530 -11.98332 0.0 0.0 0.0 0.121
H 0.06951 -6.40731 -9.62795 0.0 0.0 0.0 0.122
C 0.56221 4.70574 11.08690 0.0 0.0 0.0 0.025
C 0.35682 5.46802 10.01701 0.0 0.0 0.0 0.026
C -1.01687 5.78790 9.55319 0.0 -0.1 0.0 -0.371
O -1.20643 6.48537 8.57935 0.0 0.1 0.0 0.096
C -2.15144 5.22163 10.32369 0.0 0.0 0.0 0.024
C -1.94570 4.45894 11.39339 0.0 0.0 0.0 0.022
C -0.57261 4.14300 11.86232 0.0 0.0 0.0 -0.385
O -0.38461 3.45582 12.84214 0.0 0.0 0.0 0.107
H 1.55307 4.45780 11.44522 0.0 0.0 0.0 0.122
H 1.16855 5.88879 9.43687 0.0 0.0 0.0 0.114
H -3.14177 5.46514 9.96111 0.0 0.0 0.0 0.123
H -2.75608 4.03323 11.97098 0.0 0.0 0.0 0.122
C -0.67936 0.47406 -17.72227 0.0 0.0 0.0 0.015
C 0.37730 0.57359 -16.92132 0.0 0.0 0.0 0.017
C 0.52639 -0.30210 -15.72937 0.0 0.0 0.0 -0.382
O 1.49023 -0.20541 -15.00186 0.0 0.0 0.0 0.110
C -0.54792 -1.29368 -15.46629 0.0 0.0 0.0 0.028
C -1.60400 -1.38971 -16.27048 0.0 0.0 0.0 0.022
C -1.75419 -0.51724 -17.46033 0.0 0.0 0.0 -0.391
O -2.71519 -0.60593 -18.19463 0.0 0.0 0.0 0.099
H -0.81165 1.10021 -18.59553 0.0 0.0 0.0 0.119
H 1.17341 1.28739 -17.09114 0.0 0.0 0.0 0.120
H -0.42398 -1.92636 -14.59553 0.0 0.0 0.0 0.092
H -2.39938 -2.10433 -16.10035 0.0 0.0 0.0 0.122
C 8.42748 4.66503 4.34546 0.0 0.0 0.0 0.024
C 9.58588 4.38323 4.93441 0.0 0.0 0.0 0.019
C 9.67228 3.37712 6.02378 0.0 0.0 0.0 -0.388
O 10.72883 3.12384 6.56102 0.0 0.0 0.0 0.102
C 8.41693 2.69602 6.42880 0.0 0.0 0.0 0.020
C 7.25766 2.97737 5.84063 0.0 0.0 0.0 0.029
C 7.17242 3.98471 4.75348 0.0 -0.1 0.0 -0.372
O 6.11576 4.24056 4.21905 0.0 0.1 0.0 0.101
H 8.33779 5.39407 3.55017 0.0 0.0 0.0 0.122
H 10.51449 4.86495 4.65617 0.0 0.0 0.0 0.120
H 8.50591 1.96513 7.22226 0.0 0.0 0.0 0.122
H 6.32884 2.49367 6.11562 0.0 0.0 0.0 0.127

---

No. 2
102
Properties=species:S:1:pos:R:3:forces:R:3:lowdin_charge:R:1 method="wB97M-V/def2-TZVPD" homo_lumo_gap_ev=8.26 spin_multiplicity=1
Ca 11.03540 -22.84727 23.27804 1.4 0.8 -0.1 1.464
S 11.18473 -22.58329 26.14371 0.6 1.4 1.6 0.339
O 11.37420 -21.41457 27.02379 -0.3 -1.7 0.2 -0.293
O 11.02747 -23.85912 26.83379 -0.4 0.6 0.5 -0.298
O 10.07688 -22.33872 25.22710 -2.5 0.1 -0.5 -0.433
O 12.28147 -22.63620 25.18539 2.4 -0.7 -1.0 -0.421
C 10.41303 -18.50598 27.13374 0.5 0.8 0.6 -0.177
O 11.23310 -19.03830 26.13538 -0.3 0.2 -1.0 -0.147
H 11.08678 -18.06014 27.86544 -0.2 0.9 0.1 0.079
H 9.74200 -17.80943 26.63110 0.0 0.3 0.5 0.078
H 9.82326 -19.14967 27.78640 -0.2 -0.8 -0.7 0.064
H 11.41802 -19.95285 26.36126 0.2 -0.7 0.3 -0.017
C 13.93001 -25.13752 26.79641 -0.8 0.5 -0.7 -0.155
O 12.72240 -25.80041 27.05635 0.2 -1.6 0.4 -0.131
H 14.16245 -24.41864 27.58208 0.4 -0.2 0.1 0.067
H 14.71805 -25.86186 26.59039 0.1 0.1 0.3 0.091
H 13.74168 -24.55618 25.89382 0.7 0.3 -0.2 0.039
H 12.01756 -25.15219 26.98849 0.1 0.3 0.2 -0.014
C 8.69373 -26.21644 27.31301 -0.3 1.1 -0.4 -0.114
O 9.68229 -26.10408 26.29557 -0.2 -1.4 -0.4 -0.153
H 7.92667 -25.49355 27.03525 -0.4 0.0 0.4 0.078
H 8.22406 -27.19920 27.35426 0.5 -0.1 -0.2 0.078
H 9.08192 -25.93405 28.29161 0.1 -0.2 0.0 0.081
H 10.17076 -25.28872 26.43038 0.1 0.5 0.6 -0.001
C 7.66692 -20.78998 26.67305 1.1 0.4 1.8 -0.190
O 7.70662 -21.99129 26.02010 -2.1 -1.1 -1.3 -0.133
H 8.00764 -19.94062 26.08095 -0.2 0.3 -0.2 0.074
H 6.73975 -20.58313 27.20754 -0.3 -0.1 -0.5 0.084
H 8.39979 -20.95147 27.46357 0.2 1.0 0.6 0.063
H 8.61367 -22.08875 25.72113 0.6 -0.4 -0.2 -0.024
C 9.75290 -22.95612 20.05012 0.0 -1.2 0.5 -0.030
O 9.78185 -23.55321 21.38954 -0.5 0.9 -0.9 -0.325
C 8.64583 -24.35250 21.72490 0.5 -1.7 1.7 -0.155
C 8.76131 -24.79338 23.28622 -0.2 1.2 -1.3 -0.122
N 10.17489 -24.86857 23.70046 -2.1 -0.1 -1.1 -0.195
C 10.89922 -25.87007 22.93559 1.5 -0.1 1.5 -0.163
C 12.40896 -25.59441 23.14024 0.3 -0.9 -0.3 -0.161
O 12.93688 -24.35151 22.61815 -0.9 -0.4 -0.6 -0.290
C 14.37156 -24.21123 22.73723 -0.8 0.7 0.1 -0.038
H 10.78455 -22.92929 19.69928 -0.1 0.1 0.1 0.086
H 9.28361 -21.97420 19.98940 0.0 0.1 0.5 0.085
H 9.20334 -23.62093 19.38371 0.0 -0.1 0.0 0.096
H 8.73775 -25.28057 21.16069 -0.3 0.0 -0.4 0.112
H 7.69041 -23.86718 21.52555 0.1 0.1 0.0 0.123
H 8.28374 -25.72932 23.57609 -0.3 -0.3 -0.9 0.129
H 8.21347 -24.05729 23.87456 0.4 0.3 0.3 0.105
H 10.06451 -25.27031 24.62053 0.4 0.1 0.6 0.073
H 10.71592 -26.10373 21.88682 -0.6 0.9 0.0 0.128
H 10.62634 -26.76671 23.49207 0.8 -0.8 -0.4 0.138
H 12.79548 -26.46270 22.60659 1.1 0.1 0.1 0.126
H 12.71184 -25.59272 24.18732 -0.3 -0.5 0.2 0.120
H 14.66933 -24.24078 23.78536 0.1 -0.4 0.0 0.091
H 14.59389 -23.19544 22.41036 -0.1 0.0 -0.1 0.078
H 14.89797 -24.89435 22.07065 -0.1 -0.3 0.3 0.097
C 8.15109 -21.07942 22.70841 -1.3 -2.3 0.3 -0.079
O 9.53205 -21.15829 22.90655 -0.4 0.6 1.0 -0.323
C 10.11980 -19.94714 22.59399 2.4 1.2 -1.4 -0.190
C 11.67118 -19.86304 22.92653 -1.2 -1.7 -0.1 -0.092
N 12.46887 -21.06827 22.47384 -0.9 0.4 -0.1 -0.142
C 12.67604 -21.19186 21.03649 1.3 1.8 0.0 -0.166
C 13.77778 -20.08792 20.75937 -0.9 -1.2 -2.1 -0.224
O 14.98777 -20.32289 21.45037 -0.4 0.5 0.3 -0.184
C 15.74637 -19.10342 21.41001 0.0 -0.4 0.1 -0.074
H 7.88903 -21.17379 21.65460 0.1 0.7 -0.3 0.091
H 7.56843 -20.32377 23.23529 0.7 0.6 -0.1 0.115
H 7.76303 -22.00556 23.13242 -0.1 -0.1 0.2 0.083
H 9.66194 -19.07287 23.05672 -0.2 -0.2 0.3 0.138
H 9.94625 -19.88769 21.51954 0.3 0.8 -0.5 0.114
H 11.69904 -19.91368 24.01499 0.4 0.5 0.0 0.102
H 12.07937 -18.93924 22.51654 -0.2 0.1 0.3 0.117
H 13.44315 -20.86212 22.64225 0.2 -0.2 1.9 0.094
H 11.76418 -21.04223 20.45836 0.2 0.2 -0.1 0.104
H 13.09278 -22.17386 20.81271 0.0 -0.1 0.0 0.112
H 13.40634 -19.08756 20.98165 -0.2 0.0 0.1 0.105
H 13.96811 -20.13742 19.68725 0.2 0.3 -0.3 0.121
H 15.94409 -18.83530 20.37217 0.2 0.0 -0.1 0.089
H 16.67649 -19.23824 21.96210 -0.1 -0.2 -0.1 0.097
H 15.18416 -18.27990 21.85027 -0.1 0.0 0.2 0.089
C 12.62930 -22.95714 31.32923 -1.6 0.1 0.2 -0.025
C 11.91096 -22.59564 30.01979 0.6 0.7 -1.4 -0.507
C 10.43332 -22.72775 29.95510 -1.5 -1.7 1.8 -0.061
O 12.13086 -21.24775 29.70752 1.3 1.9 1.0 -0.074
H 12.23384 -23.89582 31.71729 0.4 -0.6 -0.4 0.074
H 12.22431 -22.30784 32.10543 0.3 0.7 0.0 0.075
H 13.71890 -22.92935 31.33911 -0.2 0.0 -0.3 0.077
H 12.30363 -23.11457 29.14537 0.3 -0.9 0.2 0.108
H 9.89314 -22.14273 29.21073 0.6 -0.2 -0.4 0.072
H 9.95949 -22.45200 30.89719 0.1 0.4 0.3 0.081
H 10.19177 -23.78862 29.88931 -0.3 -0.1 -0.5 0.079
H 11.58284 -21.01032 28.95593 0.2 -0.2 -0.3 0.039
C 16.08885 -22.28319 27.83620 1.3 1.1 0.2 -0.054
C 14.80790 -21.74916 27.27295 0.3 0.6 1.4 -0.551
C 14.66333 -20.21265 27.30334 -0.2 -0.4 0.8 -0.019
O 14.74743 -22.20504 25.99932 0.5 -0.7 -2.6 -0.062
H 16.28598 -21.88833 28.83286 -0.3 -0.6 0.4 0.082
H 16.90677 -21.82963 27.27637 0.2 -0.1 -0.4 0.076
H 16.19682 -23.36146 27.71884 -0.2 0.1 0.4 0.073
H 14.01313 -22.24366 27.83144 -0.5 0.5 0.4 0.111
H 13.91009 -19.91800 26.57265 -0.1 0.0 0.2 0.065
H 15.56147 -19.63021 27.09786 0.3 -0.4 -0.2 0.072
H 14.35201 -19.92003 28.30611 -0.3 0.2 0.0 0.075
H 13.81997 -22.26229 25.75820 -0.4 -0.1 -0.5 0.010

---

No. 3
51
Properties=species:S:1:pos:R:3:forces:R:3:lowdin_charge:R:1 method="wB97M-V/def2-TZVPD" homo_lumo_gap_ev=8.57 spin_multiplicity=1 smiles="CC(=O)Nc1ccc(NC(=O)c2ccccc2N(C)S(=O)(=O)c2ccccc2)cc1"
C -7.61371 -0.42263 -0.18608 0.0 0.1 -0.2 -0.003
C -6.34456 0.25904 -0.66200 -0.4 -0.3 0.3 -0.517
O -6.27146 0.86547 -1.70541 0.1 0.2 -0.3 0.067
N -5.31724 0.10394 0.22260 0.0 -0.2 0.4 0.110
C -4.00165 0.57613 0.14369 0.3 0.1 -0.1 -0.225
C -3.13826 0.28475 1.19714 -0.2 0.1 -0.2 -0.021
C -1.82792 0.71862 1.18565 0.1 0.0 0.1 -0.018
C -1.34661 1.44997 0.10243 -0.4 -0.1 0.1 -0.225
N -0.03462 1.92484 0.03804 0.1 0.4 -0.2 0.132
C 1.05606 1.40543 0.67249 -0.2 0.3 0.2 -0.449
O 1.00742 0.54843 1.53315 -0.1 0.1 0.1 0.069
C 2.33549 2.06284 0.27763 0.4 0.1 0.1 -0.087
C 2.42239 3.44857 0.21695 0.0 -0.2 0.0 -0.021
C 3.63109 4.07112 -0.03640 0.1 0.0 0.0 -0.077
C 4.76540 3.30243 -0.23559 -0.1 0.2 0.0 -0.071
C 4.69138 1.92237 -0.19729 -0.1 -0.3 0.0 -0.005
C 3.47962 1.28516 0.05941 -0.2 0.9 -0.1 -0.212
N 3.35509 -0.10943 0.08435 -0.6 -0.7 -0.6 -0.200
C 4.52077 -0.91395 0.37002 0.3 -0.3 0.0 -0.079
S 2.42610 -0.78403 -1.16669 0.3 -0.1 -0.2 0.728
O 3.32452 -1.19782 -2.20988 0.0 -0.3 0.2 -0.278
O 1.39356 0.14560 -1.51825 -0.1 -0.2 0.2 -0.250
C 1.71835 -2.25092 -0.42734 0.3 0.4 -0.2 -0.260
C 0.54933 -2.16601 0.30133 -0.2 0.1 0.1 -0.037
C 0.02039 -3.31928 0.85833 0.0 0.1 -0.1 -0.054
C 0.65918 -4.53563 0.67664 0.0 0.0 0.0 -0.072
C 1.82509 -4.60961 -0.06975 0.0 0.0 0.0 -0.068
C 2.35817 -3.46013 -0.62898 0.1 -0.1 -0.1 -0.069
C -2.21395 1.74715 -0.94685 0.2 -0.1 0.3 -0.005
C -3.52538 1.31944 -0.93285 -0.2 0.0 -0.1 -0.003
H -7.43970 -1.48700 -0.04194 0.0 -0.1 0.1 0.081
H -8.39117 -0.28575 -0.93166 0.0 0.0 0.0 0.082
H -7.94266 0.01172 0.75586 0.0 0.0 0.1 0.082
H -5.51764 -0.42259 1.06191 -0.1 0.1 -0.2 0.139
H -3.49918 -0.28557 2.04241 0.0 -0.1 0.1 0.110
H -1.17472 0.48893 2.01057 0.0 0.0 0.0 0.107
H 0.16736 2.47332 -0.78667 0.1 -0.1 0.1 0.144
H 1.53937 4.04294 0.40425 -0.1 0.0 0.0 0.118
H 3.68937 5.14822 -0.07203 0.0 0.1 0.0 0.103
H 5.71428 3.77880 -0.43283 0.1 0.0 0.0 0.106
H 5.57870 1.33648 -0.37720 0.1 -0.1 0.0 0.111
H 5.15391 -1.04845 -0.51277 0.1 0.0 0.1 0.091
H 5.08876 -0.45083 1.17453 -0.1 0.0 0.0 0.104
H 4.17032 -1.89094 0.70249 0.2 0.0 0.1 0.086
H 0.07401 -1.20966 0.43417 -0.1 0.1 0.1 0.088
H -0.89133 -3.26572 1.43322 -0.1 0.0 0.0 0.107
H 0.24468 -5.43232 1.11325 0.0 -0.1 0.0 0.105
H 2.31605 -5.55949 -0.21822 0.0 -0.1 0.0 0.106
H 3.25071 -3.48364 -1.23429 0.1 -0.1 -0.1 0.113
H -1.85057 2.31583 -1.79031 0.0 0.1 -0.1 0.116
H -4.18458 1.55386 -1.75124 0.0 0.0 0.0 0.101

---

Computed HOMO, in the same sequence as the records: -3.93, -8.53, -7.92 eV.